(1)
Density functional theory data (the ωB97M-V functional and the def2-TZVPD basis) for the molecule C18H20N4O4.

energy above the lowest of the compared OMol25 structures with the same formula, charge and spin: 2.650 eV
orbital gap: 8.50 eV
total energy: -33140.2521 eV
largest force on an atom: 0.93 eV/A
SMILES: COc1ccc(/C=N/NC(=O)CC(=O)NCc2cccnc2)c(OC)c1

Geometry (Å):
C -8.1469 -0.3583 -0.9139
O -7.2009 0.6209 -0.5552
C -5.9182 0.2352 -0.3290
C -5.4460 -1.0710 -0.4217
C -4.1148 -1.3251 -0.1646
C -3.2233 -0.3149 0.1859
C -1.8304 -0.5939 0.4539
N -1.4004 -1.7941 0.3743
N -0.1054 -2.1344 0.6149
C 0.9766 -1.3746 0.9160
O 0.9713 -0.1617 1.0284
C 2.2586 -2.1742 1.0718
C 3.1977 -1.8624 -0.1010
O 3.6699 -2.7324 -0.8009
N 3.4390 -0.5497 -0.2452
C 4.2863 -0.0227 -1.2946
C 5.5725 0.5115 -0.7236
C 6.4823 -0.3484 -0.1162
C 7.6452 0.1733 0.4226
C 7.8538 1.5424 0.3334
N 6.9973 2.3688 -0.2401
C 5.8881 1.8647 -0.7507
C -3.7077 1.0105 0.2784
O -2.8080 1.9638 0.6222
C -3.2370 3.3001 0.7295
C -5.0436 1.2653 0.0206
H -7.8784 -0.8504 -1.8538
H -8.2625 -1.1114 -0.1282
H -9.0875 0.1749 -1.0426
H -6.0999 -1.8846 -0.6899
H -3.7297 -2.3298 -0.2313
H -1.2118 0.2581 0.7165
H 0.0287 -3.1314 0.5017
H 2.0884 -3.2490 1.1055
H 2.7521 -1.8528 1.9908
H 2.9155 0.1022 0.3261
H 3.7534 0.7631 -1.8375
H 4.4975 -0.8559 -1.9730
H 6.2732 -1.4079 -0.0753
H 8.3734 -0.4651 0.8984
H 8.7459 2.0019 0.7382
H 5.2183 2.5814 -1.2100
H -2.3523 3.8682 1.0127
H -4.0041 3.4146 1.5015
H -3.6200 3.6764 -0.2241
H -5.4564 2.2587 0.0790

natural (NBO) atomic charge list, values in e, 2 entries: atom 1 (C): -0.253, atom 2 (O): -0.490


(2)
Density functional theory data (the ωB97M-V functional and the def2-TZVPD basis) for the ion C9H9O with charge +1 at a distorted geometry.

energy above the lowest of the compared OMol25 structures with the same formula, charge and spin: 0.215 eV
orbital gap (spin up / spin down): 7.86 / 7.86 eV
total energy: -11517.3709 eV
total charge: +1
largest force on an atom: 3.90 eV/A

Geometry (Å):
C -2.0563 1.1048 1.4938
C -1.0616 0.1370 1.6726
C 0.4412 0.3248 -1.7923
C 1.4912 -0.4679 -1.7589
C -2.1266 1.6938 0.2447
C -0.1951 -0.1171 0.6612
C -0.2661 0.5649 -0.5543
C 1.8893 -1.1057 -0.5201
C 0.8405 -1.2478 0.5069
O -1.2900 1.5218 -0.7487
H -2.6488 1.3818 2.2734
H -0.8409 -0.2044 2.6189
H 0.0064 0.7768 -2.6654
H 2.1958 -0.7959 -2.5058
H -2.8850 2.5415 0.1281
H 2.4206 -2.0103 -0.3900
H 2.6554 -0.4027 -0.2251
H 1.3514 -1.6148 1.4073
H 0.0786 -2.0807 0.1538

natural (NBO) atomic charge list, values in e, 2 entries: atom 1 (C): -0.268, atom 2 (C): -0.041


(3)
Density functional theory data (the ωB97M-V functional and the def2-TZVPD basis) for the molecule C2H2FNO2 at a distorted geometry.

energy above the lowest of the compared OMol25 structures with the same formula, charge and spin: 4.390 eV
orbital gap (spin up / spin down): 9.14 / 9.14 eV
total energy: -10404.7932 eV
largest force on an atom: 4.58 eV/A
SMILES: O=C[C@@H](F)N=O

Geometry (Å):
O -1.8687 0.6007 0.9229
C -0.8238 0.1093 0.6884
C 0.3316 0.9968 -0.1165
F -0.0640 2.2595 -0.3721
N 1.4766 1.0359 0.6189
O 2.0184 -0.0572 0.6631
H -0.4162 -0.8376 0.6474
H 0.1720 0.3055 -0.9889

natural (NBO) atomic charge list, values in e, 2 entries: atom 1 (O): -0.425, atom 2 (C): 0.447


(4)
Density functional theory data (the ωB97M-V functional and the def2-TZVPD basis) for a structure of composition C28H50AsBrFIN7OS5SbSi3Ti at a distorted geometry.

energy above the lowest of the compared OMol25 structures with the same formula, charge and spin: 0.759 eV
orbital gap: 3.79 eV
total energy: -291495.9158 eV
total charge: -2
largest force on an atom: 3.61 eV/A

Geometry (Å):
Ti -0.6473 -1.0198 -1.6449
S 2.3605 -5.7096 1.1123
Sb 3.4654 -3.6777 1.5923
S 1.1693 -1.1687 0.3284
S 2.8190 -2.1751 -0.4155
S 5.7109 -3.9940 1.0467
C 4.1876 -0.1727 -6.3361
C 3.9113 -1.1716 -5.2045
C 3.3033 -0.5210 -4.0025
N 2.0670 -0.6102 -3.6806
N 1.7441 0.0242 -2.4982
C 2.7732 0.6091 -1.9466
N 2.7049 1.3163 -0.7894
S 4.2337 0.4224 -2.8670
H 4.5788 -0.6893 -7.2152
H 4.9165 0.5759 -6.0211
H 3.2662 0.3413 -6.6180
H 4.8424 -1.6557 -4.9091
H 3.2110 -1.9374 -5.5333
H 2.0175 0.8806 -0.1548
H 3.5934 1.4924 -0.3532
N -1.5765 -2.3767 0.1271
C -1.3086 -3.2007 0.9000
N -0.9950 -4.1195 1.7777
C -1.4958 -5.4895 1.7251
C -2.3045 -5.7433 2.9875
O -1.5725 -5.4415 4.1689
C -1.0860 -4.0972 4.1787
C -0.2017 -3.8353 2.9785
H -0.6295 -6.1540 1.6662
H -2.1222 -5.6199 0.8438
H -2.5727 -6.7979 3.0597
H -3.2236 -5.1385 2.9594
H -0.5225 -3.9853 5.1038
H -1.9343 -3.3977 4.1811
H 0.6474 -4.5211 2.9743
H 0.1641 -2.8132 2.9483
F -1.2576 0.1910 -0.4436
Br -1.4650 4.2407 -5.8572
C -1.1545 2.7767 -4.7062
C -0.9461 2.9791 -3.3654
C -0.7588 1.8659 -2.5601
N -0.8052 0.6206 -3.0020
C -1.0140 0.4502 -4.2970
C -1.1941 1.4937 -5.1920
H -0.9316 3.9724 -2.9407
H -0.5611 1.9902 -1.5059
H -1.0492 -0.5709 -4.6378
H -1.3529 1.2982 -6.2415
C 2.0227 4.6070 1.7916
Si 0.1577 4.4596 1.5837
C -0.2188 5.2025 -0.1088
C -0.5699 5.6599 2.8416
As -0.2889 2.1741 1.3485
Si -2.6491 2.0551 1.3783
C -3.3314 2.6115 -0.2759
C -3.4042 3.2020 2.6766
C -3.3294 0.3566 1.7588
Si 0.2470 1.4495 3.5112
C -0.6809 -0.1186 3.9469
C -0.0323 2.6767 4.9185
C 2.0716 1.0442 3.4797
H 2.3757 5.6290 1.6111
H 2.5286 3.9378 1.0863
H 2.3291 4.3168 2.8044
H 0.1141 6.2411 -0.2082
H -1.2958 5.1696 -0.3166
H 0.2859 4.6040 -0.8768
H -0.2212 6.6756 2.6267
H -0.2638 5.3968 3.8592
H -1.6638 5.6617 2.8123
H -2.8240 3.5112 -0.6454
H -4.4018 2.8327 -0.2005
H -3.1977 1.8152 -1.0172
H -3.2322 4.2569 2.4331
H -2.9716 3.0109 3.6656
H -4.4887 3.0443 2.7464
H -2.6619 -0.4176 1.3720
H -4.2929 0.2320 1.2538
H -3.4657 0.2038 2.8327
H -1.6686 0.0957 4.3706
H -0.1145 -0.7236 4.6623
H -0.8287 -0.7106 3.0354
H -0.9995 3.1839 4.8205
H 0.7465 3.4502 4.9173
H -0.0112 2.1706 5.8906
H 2.2527 0.3096 2.6852
H 2.4217 0.6180 4.4257
H 2.6707 1.9365 3.2589
I -3.3776 -1.4295 -2.4604
C -0.1714 -2.3480 -3.1866
C 0.0299 -3.1312 -4.3158
C 0.4183 -4.4424 -4.1422
C 0.6162 -4.9553 -2.8490
C 0.4095 -4.1292 -1.7746
N 0.0146 -2.8693 -1.9975
H -0.1273 -2.7289 -5.3115
H 0.5619 -5.0867 -5.0028
H 0.9308 -5.9756 -2.6826
H 0.5745 -4.4724 -0.7537

Löwdin atomic charge list, values in e, 2 entries: atom 1 (Ti): 0.502, atom 2 (S): -0.430


(5)
Density functional theory data (the ωB97M-V functional and the def2-TZVPD basis) for a cluster of 2 separate species, C10H19O3P in total at a distorted geometry.

multiplicity: 3
orbital gap (spin up / spin down): 3.46 / 5.47 eV
total energy: -26106.7818 eV
total charge: -2
largest force on an atom: 3.11 eV/A

Geometry (Å):
C 0.5996 -0.1735 -1.2234
C 1.9251 -0.3804 -1.3964
C 2.4554 -1.2784 -2.4833
C 2.9988 0.3380 -0.6209
C 0.3281 -1.3636 2.1365
C -2.7666 -0.1508 0.1024
C -1.7111 1.0104 2.0604
C -1.0410 -1.4108 1.4623
C -0.0100 0.7952 -0.3931
C -1.5921 -0.0655 1.0303
O -1.7417 1.5645 -2.4231
O -1.7881 2.8897 -0.2281
O 0.2559 3.0408 -1.7507
P -0.9445 2.2121 -1.3062
H -0.0788 -0.7008 -1.8873
H 3.1182 -2.0544 -2.0763
H 3.0395 -0.7039 -3.2117
H 1.6390 -1.7637 -3.0155
H 3.3986 -0.2831 0.1937
H 3.8359 0.6004 -1.2748
H 2.6055 1.2566 -0.1967
H 0.6939 -2.3735 2.3419
H 1.0316 -0.8618 1.4802
H 0.2820 -0.8219 3.0802
H -2.6411 -0.9618 -0.6156
H -2.8314 0.7854 -0.4499
H -3.7130 -0.3190 0.6497
H -0.8237 1.0859 2.6884
H -2.5842 0.8512 2.7140
H -1.8394 1.9458 1.5073
H -1.7519 -1.9072 2.1536
H -0.9596 -2.0504 0.5774
H 0.6111 1.2483 0.3748

natural (NBO) atomic charge list, values in e, 2 entries: atom 1 (C): -0.291, atom 2 (C): -0.026


(6)
Density functional theory data (the ωB97M-V functional and the def2-TZVPD basis) for a cluster of 3 separate species, C28H54BF5N3O10 in total at a distorted geometry.

orbital gap: 6.99 eV
total energy: -69109.2561 eV
total charge: +1
largest force on an atom: 2.65 eV/A

Geometry (Å):
C -3.8725 1.3149 -0.8430
C -2.7233 1.7365 -1.4224
C -2.1230 0.9359 -2.5330
N -1.1633 -0.0638 -1.9837
C -0.2496 0.4319 -0.9513
O -0.7258 -0.0328 0.2771
C 0.2651 0.1633 1.2805
C -0.1423 -0.4521 2.5941
C -0.4739 -0.7223 -2.9957
N -0.4758 -2.0092 -2.9502
C -1.1105 -2.8071 -1.8936
C -2.4854 -3.3403 -2.2919
O -3.0373 -4.1696 -1.5928
O -2.9817 -2.8585 -3.4788
N 0.1019 0.0373 -3.9884
C 1.0503 -0.6265 -4.8247
F 1.5444 0.3027 -5.6531
F 0.5140 -1.5710 -5.6260
C 2.2866 -1.2185 -4.0424
F 2.3969 -0.6691 -2.8334
F 3.3955 -0.9177 -4.7159
F 2.2162 -2.5506 -3.9776
C -1.0185 0.7118 -4.7121
C -1.5788 1.7659 -3.7271
C -0.4419 2.7374 -3.3679
C 0.1450 3.5009 -4.5589
B -2.8597 2.5129 -4.3464
C -3.1340 4.0448 -4.0941
O -3.7586 1.8045 -5.1356
H -3.9624 1.1561 0.2245
H -4.7496 1.1285 -1.4568
H -2.2701 2.6677 -1.1020
H -2.9679 0.3637 -2.9357
H 0.7346 -0.0215 -1.1254
H -0.1157 1.5118 -0.9537
H 0.4379 1.2339 1.4110
H 1.2012 -0.3217 0.9891
H -0.2918 -1.5215 2.4861
H 0.7169 -0.3444 3.2530
H -0.9798 0.0479 3.0656
H -0.0256 -2.5373 -3.6902
H -0.4789 -3.6848 -1.7811
H -1.1127 -2.3064 -0.9345
H -3.7006 -2.2509 -3.2596
H -0.7052 1.2218 -5.6126
H -1.8311 0.0235 -4.9325
H -0.8275 3.4323 -2.6261
H 0.3919 2.2478 -2.8742
H -0.5917 3.8900 -5.2514
H 0.9045 2.8955 -5.0441
H 0.6765 4.3630 -4.1649
H -4.1759 4.2980 -4.2560
H -2.7876 4.3803 -3.1204
H -2.5770 4.6369 -4.8239
H -3.6195 2.0712 -6.0502
C 4.2050 3.5939 1.6322
O 2.8892 3.8142 2.0982
C 2.6787 3.4552 3.4557
C 1.8999 4.5181 4.2064
O 2.5785 5.7400 4.4242
C 2.8585 6.5866 3.3197
C 1.6558 7.2296 2.6587
O 0.8465 6.2862 1.9695
C -0.5372 6.4272 2.2092
H 4.3314 2.5558 1.3048
H 4.3720 4.2537 0.7808
H 4.9512 3.8299 2.3958
H 3.6273 3.2772 3.9714
H 2.0971 2.5234 3.4658
H 1.7038 4.1181 5.2049
H 0.9219 4.6837 3.7509
H 3.4854 6.0788 2.5855
H 3.4669 7.3960 3.7295
H 2.0158 7.9595 1.9239
H 1.0744 7.7640 3.4165
H -0.7465 6.6592 3.2577
H -1.0145 5.4753 1.9720
H -0.9654 7.2063 1.5696
C 2.2521 -8.5057 2.8250
O 1.3850 -7.7259 3.6226
C 1.9648 -6.5417 4.1401
C 1.0436 -5.3470 3.9940
O 0.8174 -4.8960 2.6639
C 0.0725 -5.7244 1.7836
C -1.3944 -5.9096 2.1223
O -1.5796 -6.6753 3.2957
C -2.5303 -6.1469 4.1975
H 2.8648 -9.1631 3.4493
H 1.6372 -9.1200 2.1674
H 2.9011 -7.8825 2.2014
H 2.9172 -6.3220 3.6462
H 2.1551 -6.7003 5.2084
H 1.5301 -4.5078 4.4982
H 0.1029 -5.5089 4.5202
H 0.5658 -6.6867 1.6426
H 0.1153 -5.2176 0.8136
H -1.8741 -6.4456 1.2932
H -1.8692 -4.9259 2.2148
H -2.4583 -5.0566 4.2700
H -2.3229 -6.5666 5.1810
H -3.5453 -6.4288 3.9001

Löwdin atomic charge list, values in e, 2 entries: atom 1 (C): 0.084, atom 2 (C): -0.109


(7)
Density functional theory data (the ωB97M-V functional and the def2-TZVPD basis) for a cluster of 18 separate species, C30H59Cl34NO5S in total at a distorted geometry.

orbital gap: 10.02 eV
total energy: -480383.8135 eV
largest force on an atom: 7.79 eV/A

Geometry (Å):
C -1.2075 1.2702 4.6319
C -2.4346 2.1018 3.8980
C -3.8793 1.2912 3.9400
C -3.8286 -0.1897 3.2262
C -4.5762 -0.2664 1.7653
C -4.1109 0.9073 0.7019
C -2.6345 0.6471 0.0244
C -2.7416 0.5642 -1.6118
C -1.2886 0.7428 -2.3815
C -1.2196 2.3669 -2.5916
C 0.1815 2.9285 -3.2307
C 1.4552 2.9505 -2.1980
N 1.4495 3.4341 -0.7646
O 2.6535 2.5299 -2.6881
C -0.0536 -0.0552 -1.6567
O 0.7999 -0.6299 -2.7491
S -0.4379 -1.3787 -3.7102
O -0.0608 -1.7709 -5.1735
O -1.0183 -2.6503 -3.0250
O -1.5077 -0.0291 -3.6147
H -0.8365 0.3769 3.9668
H -1.5646 0.9405 5.7088
H -0.2713 1.9764 4.7943
H -2.5777 3.1456 4.4505
H -2.1254 2.3059 2.7723
H -4.7224 2.0073 3.4918
H -4.1532 1.1141 5.0712
H -4.4327 -0.9231 3.9458
H -2.7498 -0.6512 3.1386
H -5.7412 -0.1808 1.8712
H -4.3161 -1.3150 1.2584
H -4.1542 1.9801 1.2009
H -4.8967 0.9035 -0.1716
H -2.1263 -0.3472 0.3973
H -1.9397 1.5688 0.2764
H -3.3291 -0.3902 -1.9803
H -3.3975 1.4944 -1.9523
H -1.5476 2.8956 -1.5877
H -2.0745 2.6360 -3.3806
H 0.5110 2.3346 -4.2023
H -0.0051 4.0529 -3.5596
H 1.3476 2.5819 -0.1349
H 2.4550 3.7337 -0.5849
H 0.4738 0.6016 -0.8397
H -0.4089 -0.9857 -1.0012
C -4.7325 4.5779 -3.8126
Cl -4.6441 3.2653 -2.6317
Cl -3.1212 5.1910 -4.2040
H -5.2025 4.2042 -4.7255
H -5.3312 5.3916 -3.3960
C 0.4171 -2.5944 3.8695
Cl -1.3029 -2.1943 3.7883
Cl 1.4162 -1.1479 3.6836
H 0.6307 -3.0522 4.8384
H 0.6570 -3.2979 3.0683
C 3.6108 -5.3477 3.4667
Cl 2.3438 -5.5971 2.2594
Cl 3.0267 -4.3520 4.8055
H 3.9267 -6.3184 3.8566
H 4.4590 -4.8463 2.9941
C 3.0397 -3.7357 -1.3574
Cl 3.3302 -2.8795 0.1617
Cl 4.2656 -4.9798 -1.6308
H 2.0556 -4.2088 -1.3166
H 3.0705 -3.0187 -2.1815
C -2.5345 -5.2961 6.1815
Cl -2.4461 -6.6087 7.3624
Cl -0.9232 -4.6831 5.7901
H -3.0044 -5.6698 5.2686
H -3.1332 -4.4824 6.5982
C 3.6894 5.4525 -4.2003
Cl 3.1189 5.6902 -5.8566
Cl 3.1734 6.7800 -3.1531
H 3.2809 4.5155 -3.8143
H 4.7812 5.4055 -4.2034
C 4.5780 2.1991 -6.1801
Cl 4.3179 2.0180 -7.9192
Cl 5.9594 3.2516 -5.8498
H 3.6829 2.6351 -5.7299
H 4.7682 1.2152 -5.7444
C -8.4261 6.0119 -4.7645
Cl -8.3377 4.6993 -3.5836
Cl -6.8148 6.6249 -5.1559
H -8.8960 5.6382 -5.6774
H -9.0248 6.8256 -4.3478
C -0.9056 5.5738 5.7224
Cl -1.6392 5.3852 4.1251
Cl -1.0183 4.0762 6.6550
H 0.1474 5.8392 5.6013
H -1.4267 6.3687 6.2617
C 1.8298 7.5985 3.7942
Cl 0.5704 8.1663 4.8972
Cl 1.5197 5.9371 3.2760
H 1.8519 8.2472 2.9152
H 2.7947 7.6374 4.3057
C 7.8714 -5.6341 -0.0599
Cl 9.0662 -4.3314 -0.0356
Cl 6.9434 -5.6743 1.4442
H 7.1867 -5.4734 -0.8962
H 8.3884 -6.5888 -0.1846
C 7.6912 3.2971 -8.8968
Cl 7.7194 4.9348 -9.5618
Cl 9.2461 2.4888 -9.1302
H 7.4754 3.3510 -7.8270
H 6.9117 2.7213 -9.4018
C 5.4787 -9.3262 1.8604
Cl 4.9082 -9.0885 0.2042
Cl 4.9628 -7.9987 2.9077
H 5.0703 -10.2633 2.2464
H 6.5705 -9.3732 1.8574
C 3.0102 -3.4530 -5.1207
Cl 2.7500 -3.6341 -6.8598
Cl 4.3916 -2.4005 -4.7903
H 2.1151 -3.0170 -4.6705
H 3.2004 -4.4369 -4.6849
C -4.3220 -7.6135 3.0375
Cl -3.1272 -6.3108 3.0618
Cl -5.2500 -7.6537 4.5416
H -5.0066 -7.4528 2.2012
H -3.8050 -8.5682 2.9128
C 0.1011 -7.1768 -0.4399
Cl -1.1583 -6.6090 0.6631
Cl -0.2089 -8.8383 -0.9582
H 0.1232 -6.5282 -1.3189
H 1.0661 -7.1379 0.0716
C -5.0968 5.8998 5.4911
Cl -5.0289 6.2197 7.2283
Cl -5.9507 4.3888 5.1553
H -5.6213 6.7220 4.9981
H -4.0780 5.8266 5.1027

Löwdin atomic charge list, values in e, 2 entries: atom 1 (C): -0.171, atom 2 (C): -0.273


(8)
Density functional theory data (the ωB97M-V functional and the def2-TZVPD basis) for the ion C5H5ClNS with charge +1.

energy above the lowest of the compared OMol25 structures with the same formula, charge and spin: 3.175 eV
orbital gap: 7.99 eV
total energy: -30102.0997 eV
total charge: +1
largest force on an atom: 0.86 eV/A

Geometry (Å):
C -0.3655 1.0228 -1.0241
C 0.3353 1.9287 -1.6414
C -1.5640 1.7794 -0.5769
C -2.5078 1.0012 -0.0287
C -0.4330 -0.4207 -0.5955
N 0.5663 -0.6643 0.5231
S -2.1155 -0.7285 0.0533
Cl -3.9968 1.5142 0.5941
H -1.6572 2.8425 -0.7146
H -0.2006 -1.1070 -1.4121
H 0.2481 -1.4605 1.0979
H 0.6168 0.1648 1.1356
H 1.5129 -0.8579 0.1614

natural (NBO) atomic charge list, values in e, 2 entries: atom 1 (C): -0.490, atom 2 (C): 0.399


Question: Which of these has the highest total energy?
Answer: C2H2FNO2